This record from the Open Molecules 2025 dataset describes a 2-piece molecular cluster, C2H4ClIN2 overall in a non-equilibrium geometry. The level of theory is ωB97M-V/def2-TZVPD.

Properties
LUMO energy (spin up / spin down) (eV): -3.2 / -3.2
Frontier orbital gap (spin up / spin down) (eV): 4.947 / 4.949
Electronic energy (eV): -25738.097
HOMO energy (spin up / spin down) (eV): -8.1 / -8.1
ΔE to the lowest compared entry with this formula, charge and spin (kJ/mol): 199.1
Total charge: 0

Each atom is followed by the atoms it is bonded to, with distances in Å.
Cartesian coordinates (Å):
1 C 1.0305 -0.2777 0.1794  C2 1.425, N3 1.377, H7 1.124
2 C 2.3872 -0.5795 -0.1344  C1 1.425, I6 2.056, H8 1.141
3 N -0.1012 -0.3502 -0.6015  C1 1.377, N4 1.323
4 N -1.3670 -0.0626 -0.3481  N3 1.323, H9 1.047, H10 0.979
5 Cl -1.9455 2.0367 1.7620  no bonds
6 I 3.8282 -0.1833 1.2772  C2 2.056
7 H 0.8458 -0.2564 1.2881  C1 1.124
8 H 2.7461 -0.9003 -1.1692  C2 1.141
9 H -1.8116 0.5594 0.3671  N4 1.047
10 H -1.8712 -0.2838 -1.1577  N4 0.979